H32O16 | the ωB97M-V functional and the def2-TZVPD basis

## Properties
Net charge   0
Kohn-Sham gap   8.557 eV

Each line ends with the Mulliken charge.
Element x y z (Å)
1 O 0.488 3.232 -0.322  -0.674
2 H 0.126 3.153 -1.176  0.222
3 H 1.047 4.011 -0.365  0.292
4 O 2.692 -0.648 2.002  -0.802
5 H 1.919 -1.200 2.085  0.452
6 H 2.386 0.229 1.712  0.260
7 O -2.083 -0.620 -3.094  -0.588
8 H -2.230 -1.019 -3.942  0.320
9 H -1.552 -1.268 -2.689  0.352
10 O 2.264 -1.580 -0.489  -0.711
11 H 2.134 -0.975 -1.259  0.302
12 H 2.679 -1.086 0.208  0.367
13 O -0.643 1.570 -2.275  -0.667
14 H -1.323 0.974 -2.556  0.392
15 H 0.174 1.058 -2.176  0.188
16 O -3.037 1.068 -0.382  -0.556
17 H -3.353 1.169 -1.264  0.262
18 H -2.982 0.118 -0.305  0.319
19 O 2.595 1.904 0.643  -0.596
20 H 1.889 2.322 0.167  0.313
21 H 3.298 1.670 0.019  0.286
22 O 0.599 1.338 2.993  -0.557
23 H 1.438 1.723 2.959  0.328
24 H 0.659 0.414 2.743  0.185
25 O -0.185 -0.086 0.276  1.804
26 H -0.166 0.728 -0.185  -0.119
27 H -0.332 -0.676 -0.448  -0.270
28 O -2.145 0.266 2.125  -0.546
29 H -2.098 -0.086 3.028  0.337
30 H -1.382 -0.145 1.793  -0.166
31 O 0.279 -1.429 2.704  -0.616
32 H 0.272 -1.556 3.627  0.206
33 H -0.373 -2.029 2.303  0.240
34 O 1.969 0.561 -2.153  -0.677
35 H 2.423 1.359 -1.895  0.188
36 H 1.820 0.531 -3.047  0.255
37 O -0.500 -2.243 -1.587  -0.650
38 H -0.837 -3.160 -1.653  0.277
39 H 0.423 -2.232 -1.660  0.091
40 O 1.316 -3.992 0.045  -0.621
41 H 1.417 -3.050 -0.108  0.367
42 H 1.319 -4.365 -0.863  0.311
43 O -1.570 3.041 1.567  -0.541
44 H -1.506 3.832 2.088  0.266
45 H -0.826 3.048 0.977  0.269
46 O -2.996 -1.635 0.121  -0.622
47 H -2.277 -2.136 0.439  0.238
48 H -3.229 -2.104 -0.730  0.291

Force components x, y, z for each atom (eV/Å):
O 1.3893 0.4154 1.3301
H -1.3649 -0.5405 -1.9922
H -0.0681 0.3819 0.2213
O 1.3273 0.6489 -0.3672
H -0.6487 -0.1632 0.1231
H -0.0306 -0.2361 0.0641
O -1.2555 1.1285 -0.8087
H -0.4214 0.1465 -0.8998
H 1.4021 -1.2660 1.5314
O -0.5715 -0.4543 -2.5882
H 0.4227 -0.3096 1.2453
H 0.3535 0.5685 1.1908
O 1.3529 1.1306 0.2489
H -0.7546 -0.7204 -0.2446
H -0.4219 0.0274 -0.0743
O 0.1169 0.5391 0.2096
H -0.4372 0.4281 -1.0537
H 0.1459 -0.5576 0.6859
O 1.5975 -0.7400 0.4281
H -1.1013 0.3121 -0.4749
H -0.1601 0.1613 0.3820
O -2.0808 -0.3117 0.4581
H 2.0491 0.6511 -0.1022
H 0.0513 0.0668 -0.1602
O 0.5884 -0.8212 0.7671
H -0.3718 1.8892 -0.1776
H -0.3189 -0.9893 -0.3660
O -1.6603 -0.2985 1.8736
H -0.5007 0.5474 0.0455
H 1.7912 -0.1925 -1.5236
O -0.5082 -0.5040 -1.7788
H -0.1329 -0.4373 1.8202
H 0.4012 0.2931 0.3517
O 0.2202 -0.4936 3.2345
H 0.1209 0.3331 -0.2456
H -0.1735 0.2850 -3.6343
O -2.8548 -0.6263 -0.2930
H 0.7422 0.6970 0.2246
H 2.2427 -0.4024 -0.0287
O -0.6638 -1.3373 -0.9051
H 0.5848 0.6772 0.1833
H 0.1907 0.1289 1.0023
O -0.9252 -0.1100 0.1779
H 0.1510 0.4600 0.3235
H 0.4273 0.0179 -0.2290
O -1.8414 -0.5729 -2.2867
H 1.4116 -0.6890 0.7739
H 0.1875 0.8386 1.3377



C3H5NO2 | the ωB97M-V functional and the def2-TZVPD basis

## Properties
Net charge   0
Kohn-Sham gap   11.670 eV
SMILES   O=C=NC=O.C

Each line ends with the Mulliken charge.
Element x y z (Å)
1 O -1.172 -1.270 0.642  -0.394
2 C -0.128 -0.865 0.336  0.735
3 N 0.992 -0.493 0.001  -0.357
4 C 1.767 -1.709 -0.105  0.059
5 O 2.149 -2.137 -1.148  -0.416
6 H 1.932 -2.206 0.867  0.355
7 C -1.112 1.735 -0.121  -0.914
8 H -1.730 0.869 -0.372  0.191
9 H -1.674 2.393 0.540  0.283
10 H -0.823 2.250 -1.038  0.262
11 H -0.202 1.432 0.399  0.195

Force components x, y, z for each atom (eV/Å):
O 0.4818 0.3021 -0.0674
C -0.8444 -0.1136 0.2572
N -0.2003 -0.8328 0.1579
C 0.5899 -0.3630 -0.5747
O 0.1004 0.2029 0.4042
H 0.1648 0.0962 -0.1110
C -0.0260 0.1269 0.0360
H 0.1032 0.2758 0.0266
H -0.0523 0.0604 -0.1537
H -0.0900 0.0371 0.1228
H -0.2271 0.2080 -0.0980



C6H9N2 | the ωB97M-V functional and the def2-TZVPD basis

## Properties
Net charge   +1
Kohn-Sham gap   9.589 eV
SMILES   C=NC(=[N+]=C)C1CC1

Each line ends with the Mulliken charge.
Element x y z (Å)
1 C -2.795 1.162 -0.063  -0.214
2 N -1.734 0.900 0.510  -0.232
3 C -0.628 0.117 0.000  0.204
4 N -0.809 -1.144 -0.280  -0.079
5 C -1.282 -2.254 0.034  -0.224
6 C 0.680 0.685 -0.168  -0.108
7 C 1.610 0.508 1.080  -0.519
8 C 1.933 -0.128 -0.246  -0.562
9 H -2.908 1.112 -1.091  0.329
10 H -3.465 1.825 0.544  0.277
11 H -1.598 -2.308 1.139  0.295
12 H -1.358 -3.013 -0.738  0.302
13 H 0.761 1.647 -0.545  0.479
14 H 1.233 -0.240 1.884  0.193
15 H 2.194 1.240 1.445  0.368
16 H 2.683 0.377 -0.745  0.278
17 H 1.921 -1.257 -0.414  0.211

Force components x, y, z for each atom (eV/Å):
C -1.2290 2.9033 1.5828
N 4.0239 -2.7503 -0.0664
C -2.1442 0.4110 0.3014
N -0.0844 1.1969 -0.6022
C -0.4202 0.5135 2.2775
C 1.0164 -0.6674 1.9729
C -2.6196 -5.1909 -0.2360
C -1.1371 -2.0766 0.9336
H -0.6713 -0.6615 -2.0630
H 0.0299 -1.0316 -0.6888
H 0.5527 -0.9233 -1.6255
H -0.3779 -0.1853 0.2859
H -0.3985 1.7097 -0.7698
H 0.5664 1.5605 -1.4801
H 1.6170 2.7379 0.9547
H 1.4421 0.6782 -1.2132
H -0.1663 1.7759 0.4362



C3H2F3N4O2 | the ωB97M-V functional and the def2-TZVPD basis

## Properties
Net charge   -1
Kohn-Sham gap (alpha / beta)   7.310 / 7.307 eV

Each line ends with the Mulliken charge.
Element x y z (Å)
1 C -1.748 1.221 0.155  0.618
2 C 0.156 -0.497 -0.465  1.249
3 C -1.286 -0.397 -0.094  -1.148
4 N 0.658 0.779 -1.020  -0.008
5 N 1.586 1.184 -0.293  -0.544
6 N 1.050 -0.782 0.638  -0.352
7 N 1.792 0.258 0.679  0.850
8 O -2.821 1.405 0.674  -0.662
9 O -0.944 2.005 -0.408  -0.573
10 F 0.160 -1.394 -1.426  -0.261
11 F 2.084 -2.243 -0.059  -0.597
12 F 2.572 0.380 1.813  -0.211
13 H -1.439 -1.079 0.740  0.339
14 H -1.820 -0.841 -0.935  0.301

Force components x, y, z for each atom (eV/Å):
C 0.9545 -1.9820 -1.5601
C -0.8896 0.8588 -0.7417
C -0.7840 1.8007 1.5075
N 1.5028 0.4059 0.2755
N 1.1869 2.2071 -2.1477
N 1.7520 -0.5691 1.3301
N -1.8821 -4.0856 2.0419
O -1.0512 0.1535 0.9192
O -0.5746 0.1249 0.7281
F 1.2776 -1.4569 -1.3880
F -0.3156 1.0562 0.2755
F -0.7238 0.7216 -1.6116
H -0.3240 0.2947 0.3430
H -0.1288 0.4702 0.0283



C26H32F2O4 | the ωB97M-V functional and the def2-TZVPD basis

## Properties
Net charge   0
Kohn-Sham gap   8.480 eV
SMILES   CCCC/C(C(=O)OCC)=C(\OCC)OC(c1ccc(C)c(F)c1)c1ccc(C)c(F)c1

Each line ends with the Mulliken charge.
Element x y z (Å)
1 C -1.952 -3.933 3.356  -1.397
2 C -0.858 -2.880 3.253  0.152
3 C -1.021 -2.037 2.001  -0.267
4 C 0.098 -1.020 1.827  -1.209
5 C 0.250 0.009 2.915  1.470
6 C -0.723 1.098 2.790  -0.364
7 O -0.557 2.294 3.028  -0.693
8 O -1.875 0.631 2.264  -0.133
9 C -3.002 1.540 2.295  -0.255
10 C -4.007 1.063 1.283  -1.230
11 C 1.603 0.237 3.179  0.483
12 O 2.495 -0.196 2.338  -0.335
13 C 3.922 0.031 2.646  0.090
14 C 4.606 -0.640 1.489  -1.350
15 O 2.057 0.585 4.349  -0.468
16 C 1.141 1.361 5.199  0.643
17 C 1.223 0.707 6.553  -0.388
18 C 0.216 -0.179 6.959  -0.516
19 C 0.380 -0.955 8.100  -0.785
20 C 1.557 -0.908 8.849  0.630
21 C 1.844 -1.835 9.977  -1.451
22 C 2.495 0.047 8.471  0.108
23 F 3.655 0.127 9.196  -0.368
24 C 2.333 0.891 7.384  -0.707
25 C 1.691 2.762 5.059  0.510
26 C 0.894 3.879 4.794  -0.387
27 C 1.471 5.069 4.362  -1.013
28 C 2.857 5.201 4.247  0.807
29 C 3.519 6.404 3.676  -1.439
30 C 3.630 4.129 4.680  -0.175
31 F 4.996 4.251 4.649  -0.399
32 C 3.078 2.926 5.089  -0.593
33 H -1.823 -4.514 4.271  0.395
34 H -2.941 -3.465 3.379  0.302
35 H -1.913 -4.618 2.503  0.338
36 H -0.863 -2.214 4.126  -0.026
37 H 0.129 -3.360 3.227  0.227
38 H -1.013 -2.683 1.112  0.456
39 H -1.973 -1.496 2.013  -0.009
40 H 1.056 -1.538 1.745  0.337
41 H -0.060 -0.473 0.885  0.298
42 H -3.414 1.524 3.312  0.247
43 H -2.650 2.548 2.055  0.312
44 H -4.896 1.693 1.342  0.434
45 H -3.603 1.148 0.269  0.288
46 H -4.310 0.026 1.460  0.278
47 H 4.094 1.114 2.670  0.165
48 H 4.168 -0.443 3.604  0.245
49 H 5.681 -0.466 1.536  0.442
50 H 4.436 -1.721 1.524  0.314
51 H 4.229 -0.262 0.535  0.325
52 H 0.116 1.312 4.850  0.736
53 H -0.697 -0.231 6.360  0.442
54 H -0.407 -1.645 8.407  0.312
55 H 0.918 -2.312 10.305  0.374
56 H 2.538 -2.632 9.679  0.283
57 H 2.293 -1.316 10.830  0.336
58 H 3.065 1.673 7.197  0.775
59 H -0.186 3.787 4.897  0.459
60 H 0.832 5.900 4.072  0.318
61 H 2.762 7.133 3.382  0.382
62 H 4.199 6.879 4.391  0.306
63 H 4.107 6.154 2.784  0.286
64 H 3.743 2.121 5.397  0.650

Force components x, y, z for each atom (eV/Å):
C 0.1534 0.0111 0.2042
C -0.0534 0.0740 -0.1498
C -0.0024 0.1247 -0.1355
C -0.1085 -0.1423 -0.9590
C -0.0654 0.7709 -1.2239
C 0.7415 0.1613 0.4937
O -0.3071 -0.8200 -0.0243
O -0.6848 0.6337 0.1849
C 0.4364 -0.0311 -0.0815
C -0.1509 -0.0922 -0.2282
C -1.8804 -0.8079 0.8074
O 1.4687 0.3138 0.3372
C -0.6745 -0.3238 -0.3399
C 0.4044 -0.1957 -0.1605
O 0.1807 0.9598 0.2141
C 0.5178 0.5219 0.7941
C -0.0372 -0.1394 0.6541
C 0.2076 0.3398 -0.2958
C 0.0121 -0.0757 0.0078
C 0.1117 0.3577 -0.4085
C -0.1011 -0.3386 0.4582
C 0.2219 0.0804 -0.0128
F -0.6559 0.0912 -0.3436
C 0.0254 -0.2483 0.1148
C 0.0815 0.6668 0.3149
C -0.0251 -0.3578 0.1516
C 0.1898 -0.2002 0.1824
C 0.0148 -0.4275 0.2069
C 0.0979 0.5543 -0.2009
C -0.0825 -0.1484 0.0497
F -0.6783 -0.0654 0.0305
C 0.3701 0.2826 -0.2281
H -0.1461 -0.1188 -0.0162
H 0.0664 -0.0724 -0.0092
H -0.0470 0.0607 0.0924
H -0.0189 -0.1740 -0.0551
H -0.0961 0.0137 0.0869
H -0.0716 0.0029 0.1344
H 0.1359 -0.4330 0.0190
H -0.4032 -0.2178 -0.1927
H 0.0709 -0.4093 -0.1277
H 0.1002 0.1044 -0.1557
H -0.1002 -0.1710 0.1830
H -0.0203 -0.0281 -0.0192
H -0.0525 -0.0854 0.1636
H 0.0874 0.1547 -0.0084
H -0.0465 -0.3039 0.1625
H -0.0776 0.2787 -0.1862
H 0.0352 0.0010 -0.0286
H 0.0109 0.1585 -0.0256
H 0.0620 0.0066 0.1800
H 0.2462 -0.0801 -0.1229
H 0.2875 -0.1904 0.1678
H 0.1750 0.1280 -0.0885
H 0.1003 0.0055 0.0442
H -0.0895 0.1992 -0.0006
H -0.0752 -0.0688 -0.1403
H -0.0893 -0.3784 0.0619
H 0.2922 0.0604 -0.3057
H 0.1251 -0.0941 0.0675
H 0.1011 0.0293 0.0135
H -0.0937 -0.0946 -0.1079
H -0.0835 0.0068 0.1949
H -0.1133 0.1800 -0.3949



C2H5FSi | the ωB97M-V functional and the def2-TZVPD basis

## Properties
Net charge   0
Kohn-Sham gap   11.104 eV
SMILES   C=C(F)[SiH3]

Each line ends with the Mulliken charge.
Element x y z (Å)
1 C 0.092 -1.697 0.484  -0.634
2 C -0.694 -0.627 0.415  0.244
3 F -1.969 -0.718 1.019  -0.281
4 Si -0.289 1.119 -0.191  0.400
5 H 1.028 -1.902 0.006  0.302
6 H -0.505 -2.584 0.750  0.250
7 H -0.370 2.339 0.716  -0.076
8 H 1.100 1.048 -0.332  -0.129
9 H -1.148 1.027 -1.382  -0.077

Force components x, y, z for each atom (eV/Å):
C -2.2914 -0.9028 -0.4617
C 0.0771 0.6600 1.7129
F 1.1678 -0.1555 -0.8212
Si -1.1965 -0.2515 0.6993
H 0.4210 0.6181 0.0299
H 0.6466 0.1158 0.3179
H -0.6517 -0.7630 -0.3769
H 1.6975 -0.1504 -0.8170
H 0.1295 0.8293 -0.2833